{"formula": "C24H19BF5N9O3Pt", "method": "ωB97M-V/def2-TZVPD", "elements": ["Pt", "C", "N", "C", "N", "C", "N", "C", "C", "C", "C", "C", "C", "C", "N", "N", "C", "O", "C", "C", "C", "C", "C", "C", "N", "C", "N", "C", "N", "C", "H", "H", "H", "H", "H", "H", "H", "H", "H", "H", "H", "H", "H", "H", "H", "H", "C", "C", "N", "H", "H", "H", "F", "B", "F", "F", "C", "F", "F", "C", "O", "O"], "xyz": [[0.96168, -2.62761, -0.09568], [-4.33064, -0.72244, -1.26684], [-3.21702, -1.63606, -1.21522], [-2.17326, -1.66403, -0.37596], [-1.38488, -2.67680, -0.68253], [-1.98874, -3.24211, -1.75173], [-3.09874, -2.63689, -2.08869], [-4.02811, 0.49905, -2.10423], [-4.70714, 0.73309, -3.29237], [-4.44398, 1.86765, -4.04648], [-3.49493, 2.77847, -3.62753], [-2.80649, 2.55066, -2.43701], [-3.07851, 1.41387, -1.68041], [-1.78472, 3.47443, -2.00391], [-1.51983, 4.65408, -2.48625], [-0.46151, 5.12784, -1.82140], [-0.10827, 4.22376, -0.95351], [-0.92467, 3.14394, -1.01121], [1.02277, 4.25470, -0.05585], [1.91101, 5.32637, -0.08369], [3.01887, 5.30335, 0.73985], [3.25086, 4.22411, 1.57560], [2.36556, 3.15288, 1.61522], [2.65881, 1.99057, 2.54018], [1.84069, 0.84516, 2.25966], [1.76778, 0.13275, 1.13142], [0.77893, -0.73863, 1.23206], [0.28732, -0.53607, 2.47296], [0.90073, 0.42867, 3.10891], [1.24421, 3.18032, 0.80498], [-4.57752, -0.41504, -0.24611], [-5.17477, -1.26319, -1.69927], [-2.00489, -0.96951, 0.41834], [-1.59940, -4.09031, -2.27599], [-5.45098, 0.02792, -3.62893], [-4.98010, 2.03374, -4.96910], [-3.26829, 3.66388, -4.19824], [-2.54377, 1.25796, -0.75664], [1.71661, 6.14368, -0.75744], [3.71722, 6.12322, 0.72129], [4.13049, 4.20773, 2.19904], [2.45378, 2.27692, 3.57626], [3.71456, 1.71392, 2.45723], [2.40135, 0.25964, 0.27663], [-0.53121, -1.08668, 2.89326], [0.52812, 2.37257, 0.81354], [-0.14820, -5.53861, 3.59385], [0.03038, -4.59420, 2.53466], [0.14617, -3.83634, 1.68530], [-0.24045, -6.53995, 3.17331], [-1.05182, -5.29718, 4.15381], [0.71016, -5.50499, 4.26372], [2.70066, -1.47389, -2.34206], [1.47778, -1.77953, -1.89900], [0.59060, -1.24412, -2.76899], [5.69801, -3.65370, 1.14726], [4.62968, -4.42145, 1.41681], [4.89711, -5.64621, 0.95273], [4.56380, -4.53233, 2.76270], [3.30527, -3.81766, 0.82760], [2.64520, -4.54035, 0.08089], [3.05667, -2.66104, 1.19320]], "multiplicity": 3, "max_force_ev_per_a": 1.74, "orbital_gap_ha": [0.233, 0.313], "homo_ev": [-6.69, -8.86], "s_squared": 2.005}